63
Properties=species:S:1:pos:R:3:lowdin_charge:R:1 method="wB97M-V/def2-TZVPD" de_lowest_kcal_mol=233.99 e_lumo_ha=0.000 orbital_gap_ev=9.9396 smiles="CC(=O)OCCCC[C@H]1CO[C@@](CCCC(=O)O)(COCOCCO)[C@@H]1CC=O" total_charge=0 homo_energy_ev=-9.9
C 1.254 4.513 1.922 -0.03
C 2.538 3.514 1.554 -0.29
O 2.967 2.732 2.547 -0.03
O 3.105 3.620 0.202 -0.10
C 3.841 2.413 -0.200 -0.18
C 2.890 1.215 -0.835 -0.18
C 1.776 1.755 -1.920 -0.17
C 0.243 1.515 -1.356 -0.17
C -0.662 0.489 -2.259 -0.21
C -0.180 -1.062 -2.487 -0.12
O -1.000 -2.009 -1.661 -0.17
C -1.656 -1.259 -0.538 -0.30
C -3.010 -1.899 0.128 -0.11
C -3.887 -0.866 1.051 -0.18
C -3.358 -0.701 2.599 -0.11
C -4.523 0.017 3.560 -0.26
O -5.469 0.850 3.074 -0.03
O -4.411 -0.295 5.017 -0.02
C -0.469 -1.302 0.599 -0.09
O -0.223 -2.678 1.145 -0.15
C 1.174 -3.092 0.880 -0.21
O 2.179 -2.427 1.727 -0.17
C 3.552 -2.856 1.321 -0.14
C 4.050 -2.000 -0.018 -0.21
O 4.883 -2.862 -0.892 -0.14
C -1.995 0.164 -1.304 -0.16
C -3.170 0.051 -2.488 -0.10
C -3.647 1.536 -3.048 -0.10
O -3.256 1.953 -4.283 -0.11
H 1.549 5.336 2.735 0.10
H 0.324 3.920 2.325 0.09
H 0.984 5.130 0.940 0.09
H 4.544 1.959 0.617 0.13
H 4.558 2.748 -1.094 0.15
H 2.420 0.570 0.038 0.11
H 3.590 0.460 -1.439 0.11
H 1.920 2.915 -2.106 0.12
H 1.839 1.141 -2.940 0.12
H 0.288 1.257 -0.212 0.10
H -0.291 2.581 -1.422 0.13
H -0.918 0.996 -3.283 0.14
H 0.928 -1.322 -2.130 0.12
H -0.308 -1.392 -3.617 0.14
H -3.713 -2.214 -0.781 0.12
H -2.822 -2.899 0.732 0.14
H -4.983 -1.332 1.126 0.14
H -4.028 0.207 0.605 0.11
H -3.128 -1.792 2.991 0.13
H -2.407 -0.010 2.715 0.12
H -3.511 -0.742 5.204 0.13
H 0.596 -0.953 0.191 0.12
H -0.676 -0.629 1.544 0.13
H 1.409 -2.958 -0.282 0.14
H 1.222 -4.258 1.082 0.16
H 3.606 -4.024 1.088 0.14
H 4.363 -2.633 2.157 0.14
H 3.120 -1.633 -0.659 0.09
H 4.630 -1.002 0.281 0.13
H 4.690 -2.693 -1.864 0.11
H -2.129 1.035 -0.534 0.15
H -2.748 -0.520 -3.447 0.14
H -4.114 -0.548 -2.141 0.11
H -4.339 2.272 -2.456 0.13

---

66
Properties=species:S:1:pos:R:3:lowdin_charge:R:1 method="wB97M-V/def2-TZVPD" de_lowest_kcal_mol=19.08 e_lumo_ha=0.155 orbital_gap_ev=4.2810 total_charge=-2 homo_energy_ev=-0.1
Au -2.224 -1.532 -0.210 0.84
C 0.881 3.044 1.133 -0.04
C 0.950 1.738 1.870 -0.26
C 2.067 0.912 1.754 -0.07
C 2.108 -0.310 2.396 -0.07
C 1.039 -0.704 3.182 -0.29
C -0.109 0.084 3.269 -0.06
C -0.150 1.289 2.608 -0.04
S 1.110 -2.299 3.925 0.64
O -0.032 -2.511 4.793 -0.32
O 2.403 -2.504 4.552 -0.34
N 1.069 -3.310 2.607 -0.13
C -0.257 -3.595 2.089 -0.27
C -0.208 -4.308 0.750 -0.12
C -1.649 -4.698 0.291 -0.73
O -1.854 -5.895 0.073 -0.04
O -2.498 -3.780 0.206 -0.20
H 1.772 3.199 0.528 0.07
H 0.781 3.887 1.822 0.08
H 0.015 3.036 0.474 0.05
H 2.897 1.221 1.136 0.11
H 2.956 -0.968 2.301 0.11
H -0.942 -0.282 3.848 0.11
H -1.047 1.890 2.630 0.11
H 1.646 -4.127 2.732 0.11
H -0.765 -2.635 1.967 0.08
H -0.832 -4.193 2.814 0.12
H 0.378 -5.226 0.836 0.10
H 0.238 -3.660 -0.005 0.09
C -1.593 2.830 -2.667 -0.01
C -2.882 2.169 -2.149 -0.50
C -3.998 2.432 -3.171 -0.02
O -2.657 0.775 -2.071 0.01
B -2.436 0.369 -0.754 -0.79
O -2.623 1.491 0.071 0.00
C -3.225 2.534 -0.665 -0.50
C -4.739 2.435 -0.398 -0.02
C -2.719 3.902 -0.204 -0.01
H -1.313 2.337 -3.596 0.09
H -0.779 2.679 -1.964 0.09
H -1.733 3.895 -2.859 0.08
H -3.621 2.177 -4.160 0.08
H -4.313 3.476 -3.173 0.08
H -4.855 1.795 -2.970 0.08
H -5.077 1.451 -0.715 0.09
H -5.289 3.217 -0.917 0.08
H -4.920 2.517 0.672 0.09
H -1.638 3.955 -0.276 0.05
H -2.992 4.058 0.839 0.09
H -3.160 4.694 -0.808 0.08
C 5.072 -1.116 -0.325 -0.27
Ge 3.235 -1.139 -1.305 0.68
C 3.595 0.225 -2.753 -0.26
C 3.436 -2.891 -2.276 -0.26
C 1.477 -0.940 -0.647 -0.32
H 5.892 -1.296 -1.018 -0.02
H 5.104 -1.900 0.429 -0.02
H 5.252 -0.164 0.174 -0.03
H 4.591 0.131 -3.182 -0.01
H 3.495 1.238 -2.371 -0.02
H 2.871 0.106 -3.553 -0.01
H 4.412 -3.009 -2.745 -0.01
H 2.677 -2.975 -3.049 -0.01
H 3.294 -3.723 -1.592 -0.01
H 1.190 0.082 -0.417 -0.09
H 1.228 -1.580 0.192 -0.10

---

66
Properties=species:S:1:pos:R:3:lowdin_charge:R:1 method="wB97M-V/def2-TZVPD" de_lowest_kcal_mol=116.94 e_lumo_ha=-0.167 orbital_gap_ev=7.8799 total_charge=+1 homo_energy_ev=-12.4
Mg 1.219 -1.544 2.487 1.08
Cl -0.116 0.377 0.055 0.63
O -0.740 0.932 1.217 -0.35
O -1.049 -0.053 -0.935 -0.30
O 0.803 1.330 -0.491 -0.31
O 0.528 -0.786 0.518 -0.45
C -5.184 2.314 -0.869 -0.09
C -3.700 2.600 -0.549 -0.25
C -3.390 3.955 0.105 -0.20
C -3.828 5.172 -0.462 -0.26
N -4.213 6.157 -0.903 0.15
H -5.419 2.896 -1.760 0.08
H -5.724 2.675 0.007 0.07
H -5.439 1.262 -1.000 0.07
H -3.121 2.444 -1.459 0.11
H -3.360 1.881 0.196 0.09
H -2.315 4.104 -0.002 0.11
H -3.672 3.957 1.158 0.13
C -0.306 -3.215 -2.165 -0.10
C 0.583 -3.378 -3.380 -0.24
C 1.806 -4.244 -3.177 -0.18
C 2.761 -3.876 -2.130 -0.22
N 3.488 -3.645 -1.301 0.16
H -0.945 -2.333 -2.137 0.06
H 0.141 -3.324 -1.176 0.04
H -1.195 -3.844 -2.121 0.07
H 0.881 -2.408 -3.777 0.12
H -0.050 -3.811 -4.154 0.12
H 2.279 -4.341 -4.154 0.13
H 1.374 -5.232 -3.018 0.11
C -1.368 3.869 5.054 -0.07
C -0.813 2.461 4.705 -0.23
C 0.738 2.403 4.622 -0.12
C 1.164 1.141 4.026 -0.08
N 1.484 0.126 3.607 0.14
H -0.984 4.236 6.006 0.08
H -2.457 3.828 5.084 0.08
H -1.101 4.560 4.254 0.08
H -1.209 2.094 3.758 0.10
H -1.169 1.736 5.437 0.11
H 1.042 2.499 5.664 0.14
H 1.202 3.206 4.047 0.14
C 3.508 3.861 -3.178 -0.13
C 3.127 4.386 -1.822 -0.27
C 1.609 4.408 -1.594 -0.17
C 1.233 4.574 -0.171 -0.20
N 0.976 4.709 0.988 0.11
H 2.865 4.220 -3.983 0.08
H 3.434 2.774 -3.189 0.07
H 4.508 4.015 -3.584 0.08
H 3.615 5.358 -1.744 0.11
H 3.702 3.802 -1.104 0.11
H 1.293 3.396 -1.847 0.10
H 1.172 5.198 -2.206 0.13
C 0.425 -8.153 -0.210 -0.09
C 0.397 -6.625 -0.224 -0.23
C 1.567 -5.890 0.521 -0.12
C 1.177 -4.530 1.058 -0.10
N 0.944 -3.502 1.535 0.14
H 0.414 -8.555 0.803 0.08
H 1.436 -8.349 -0.569 0.08
H -0.354 -8.650 -0.788 0.09
H -0.486 -6.293 0.322 0.11
H 0.339 -6.243 -1.243 0.09
H 2.472 -5.751 -0.070 0.10
H 2.001 -6.342 1.413 0.13

---

68
Properties=species:S:1:pos:R:3:lowdin_charge:R:1 method="wB97M-V/def2-TZVPD" e_lumo_ha="-0.315 / -0.313" orbital_gap_ev="6.4986 / 6.5424" total_charge=+2 homo_energy_ev="-15.1 / -15.1"
Os 0.086 1.802 0.433 0.98
N 1.904 3.596 2.744 0.20
C 0.599 3.640 2.946 -0.41
N 0.183 4.290 4.022 0.20
C -1.121 4.332 4.251 -0.40
N -1.572 4.996 5.299 0.23
N -2.055 3.710 3.467 0.21
C -1.581 3.090 2.443 -0.27
N -0.268 3.017 2.062 -0.04
C -2.537 2.344 1.590 -0.17
C -3.897 2.383 1.792 0.05
C -4.708 1.578 1.002 0.03
C -4.125 0.753 0.052 0.01
C -2.755 0.772 -0.110 -0.07
N -1.975 1.569 0.639 -0.07
H 2.485 4.085 3.407 0.14
H 2.320 3.164 1.936 0.00
H -0.924 5.462 5.913 0.14
H -2.559 5.025 5.494 0.13
H -4.294 3.032 2.559 0.13
H -5.781 1.585 1.139 0.14
H -4.721 0.098 -0.567 0.13
H -2.258 0.132 -0.823 0.09
C -1.233 0.084 -3.193 -0.01
C 0.065 0.716 -2.715 -0.56
C 1.264 0.120 -3.426 -0.01
C 0.015 2.222 -2.885 -0.06
O 0.225 0.434 -1.235 -0.39
Si 0.566 -1.018 -0.474 -0.05
S 0.636 0.024 1.455 0.59
O 1.902 -1.785 -0.822 -0.12
C 3.333 -1.826 -0.498 -0.60
C 3.856 -0.411 -0.332 -0.04
C 3.480 -2.627 0.783 -0.01
C 3.997 -2.526 -1.670 -0.01
O -0.753 -1.908 -0.603 -0.14
C -1.031 -3.324 -0.304 -0.60
C -0.343 -4.179 -1.356 -0.01
C -0.514 -3.626 1.092 -0.02
C -2.539 -3.458 -0.383 -0.02
H -1.246 0.101 -4.282 0.11
H -2.104 0.639 -2.841 0.09
H -1.315 -0.955 -2.871 0.09
H 1.211 0.381 -4.482 0.11
H 1.281 -0.969 -3.345 0.10
H 2.194 0.518 -3.020 0.09
H -0.340 2.448 -3.891 0.11
H 0.991 2.685 -2.758 0.05
H -0.697 2.679 -2.187 0.07
H 3.376 0.086 0.517 0.05
H 3.675 0.179 -1.231 0.07
H 4.929 -0.434 -0.146 0.11
H 2.967 -2.136 1.615 0.08
H 4.534 -2.719 1.044 0.11
H 3.069 -3.629 0.659 0.10
H 3.846 -1.963 -2.592 0.09
H 3.584 -3.526 -1.801 0.10
H 5.067 -2.616 -1.488 0.10
H 0.738 -4.046 -1.318 0.08
H -0.694 -3.913 -2.354 0.10
H -0.569 -5.230 -1.182 0.11
H 0.567 -3.466 1.149 0.07
H -0.708 -4.667 1.346 0.11
H -1.007 -2.995 1.836 0.09
H -2.898 -3.161 -1.369 0.09
H -3.022 -2.837 0.375 0.09
H -2.830 -4.494 -0.212 0.10
Cl 2.027 2.675 -0.296 0.22

---

65
Properties=species:S:1:pos:R:3:lowdin_charge:R:1 method="wB97M-V/def2-TZVPD" de_lowest_kcal_mol=0.00 e_lumo_ha="-0.093 / -0.093" orbital_gap_ev="8.1077 / 8.1080" total_charge=+1 homo_energy_ev="-10.6 / -10.6"
Pd -0.026 -0.749 -0.118 0.82
C 3.929 3.603 -0.343 -0.03
N 3.661 2.205 -0.633 -0.14
C 4.822 1.386 -0.950 -0.02
C 2.454 1.624 -0.496 -0.43
O 2.258 0.430 -0.671 0.02
C 1.307 2.545 -0.088 -0.12
O 0.129 1.783 0.035 -0.17
C -0.902 2.547 0.618 -0.12
C -2.175 1.710 0.625 -0.42
O -2.193 0.619 0.066 0.00
N -3.239 2.227 1.261 -0.14
C -3.251 3.514 1.936 -0.03
C -4.470 1.460 1.356 -0.02
H 4.720 3.952 -1.007 0.10
H 3.058 4.227 -0.521 0.08
H 4.263 3.743 0.688 0.10
H 5.289 1.744 -1.868 0.10
H 5.553 1.444 -0.141 0.10
H 4.507 0.357 -1.080 0.09
H 1.552 3.032 0.863 0.13
H 1.165 3.328 -0.842 0.14
H -0.628 2.834 1.638 0.12
H -1.069 3.462 0.036 0.15
H -2.390 4.118 1.669 0.08
H -4.147 4.062 1.644 0.10
H -3.263 3.385 3.021 0.10
H -4.311 0.473 0.936 0.09
H -4.764 1.370 2.403 0.10
H -5.273 1.961 0.811 0.10
F -0.160 2.990 4.915 0.07
C 0.020 1.910 4.136 -0.29
C -1.051 1.065 3.911 0.00
C -0.858 -0.040 3.099 -0.03
C 0.387 -0.308 2.523 -0.29
C 0.565 -1.464 1.627 -0.17
C 1.442 0.573 2.777 -0.03
C 1.269 1.685 3.585 0.00
H -2.003 1.271 4.381 0.12
H -1.683 -0.716 2.908 0.13
H 1.604 -1.780 1.526 0.08
H -0.088 -2.304 1.862 0.07
H 2.413 0.369 2.340 0.12
H 2.082 2.363 3.810 0.13
C -1.960 -1.429 -2.322 -0.07
N -1.160 -2.539 -2.801 -0.16
C -0.954 -2.568 -4.241 -0.04
C -0.333 -3.203 -1.951 -0.42
N -0.006 -2.699 -0.792 0.05
N 0.153 -4.407 -2.382 -0.16
C -0.714 -5.360 -3.066 -0.04
C 1.285 -5.003 -1.699 -0.05
H -2.843 -1.338 -2.955 0.10
H -1.418 -0.473 -2.374 0.08
H -2.278 -1.597 -1.297 0.07
H -0.689 -1.567 -4.592 0.10
H -1.860 -2.884 -4.761 0.10
H -0.144 -3.244 -4.496 0.09
H 0.470 -3.367 -0.203 0.05
H -1.663 -4.895 -3.317 0.09
H -0.915 -6.214 -2.414 0.10
H -0.244 -5.725 -3.980 0.10
H 0.995 -5.519 -0.775 0.10
H 2.029 -4.242 -1.469 0.10
H 1.741 -5.737 -2.361 0.10

---

101
Properties=species:S:1:pos:R:3:lowdin_charge:R:1 method="wB97M-V/def2-TZVPD" e_lumo_ha="-0.031 / -0.191" orbital_gap_ev="8.4751 / 4.1271" total_charge=0 spin_multiplicity=2 homo_energy_ev="-9.3 / -9.3"
Ag -0.781 1.596 2.181 1.14
C -3.015 5.266 1.021 -0.66
F -1.700 5.436 0.767 0.10
F -3.506 6.422 1.409 0.19
F -3.596 4.875 -0.091 0.17
S -3.216 4.063 2.436 0.65
O -2.298 4.544 3.420 -0.26
O -4.604 4.112 2.807 -0.23
N -2.668 2.585 1.813 -0.35
S -3.960 1.796 1.246 0.60
O -4.943 2.568 0.539 -0.25
O -3.492 0.634 0.536 -0.29
C -4.799 1.031 2.788 -0.67
F -4.701 -0.291 2.764 0.15
F -4.192 1.460 3.889 0.13
F -6.077 1.322 2.796 0.18
C 0.851 1.555 -1.844 -0.66
F 1.134 2.738 -1.284 0.11
F 0.692 1.797 -3.133 0.17
F 1.843 0.728 -1.624 0.14
S -0.823 0.947 -1.153 0.67
O -1.545 2.185 -0.958 -0.33
O -1.480 0.112 -2.122 -0.25
N -0.308 0.297 0.405 -0.35
S -0.133 -1.233 0.029 0.56
O -1.365 -1.943 0.295 -0.28
O 0.489 -1.560 -1.247 -0.32
C 1.148 -1.897 1.255 -0.69
F 2.265 -1.219 1.100 0.15
F 0.713 -1.742 2.500 0.12
F 1.331 -3.175 1.071 0.12
Br 1.724 -4.783 -1.506 0.66
C 0.264 -5.551 -2.571 -0.66
C -0.582 -4.379 -3.029 -0.70
Br -2.153 -5.099 -3.972 0.62
H -0.368 -6.137 -1.910 0.05
H 0.681 -6.128 -3.387 0.06
H -0.064 -3.687 -3.686 0.06
H -0.932 -3.828 -2.161 0.04
Br -6.360 0.159 -3.482 0.60
C -4.884 0.822 -2.383 -0.69
C -4.422 2.175 -2.897 -0.66
Br -3.605 1.987 -4.675 0.60
H -4.116 0.058 -2.438 0.04
H -5.244 0.872 -1.360 0.03
H -3.695 2.624 -2.225 0.03
H -5.230 2.868 -3.102 0.05
C 0.675 -7.231 1.773 -0.02
C 0.656 -6.961 3.262 -0.30
C 1.453 -5.679 3.634 -0.06
O 0.561 -5.013 4.524 0.05
C -0.655 -5.560 4.506 -0.57
O -1.595 -5.184 5.125 0.17
O -0.660 -6.676 3.734 0.09
H -0.129 -7.914 1.497 0.09
H 1.594 -7.667 1.384 0.09
H 0.533 -6.289 1.243 0.06
H 0.983 -7.808 3.869 0.15
H 1.616 -5.029 2.776 0.12
H 2.382 -5.958 4.122 0.14
C 5.846 -2.028 -3.158 -0.02
C 5.930 -1.049 -2.000 -0.29
C 4.574 -0.615 -1.419 -0.08
O 4.637 -1.038 -0.050 0.01
C 5.830 -1.636 0.196 -0.57
O 6.134 -2.071 1.256 0.18
O 6.572 -1.681 -0.894 0.11
H 5.303 -2.935 -2.871 0.09
H 6.811 -2.405 -3.492 0.09
H 5.270 -1.602 -3.980 0.09
H 6.569 -0.207 -2.270 0.15
H 3.660 -0.999 -1.877 0.13
H 4.430 0.465 -1.521 0.12
C 1.087 6.128 -1.939 -0.02
C 0.286 5.440 -3.039 -0.31
C -1.195 5.185 -2.785 -0.07
O -1.786 5.672 -3.998 0.07
C -0.855 6.241 -4.797 -0.57
O -1.123 6.756 -5.833 0.17
O 0.346 6.261 -4.201 0.10
H 1.106 5.539 -1.017 0.06
H 0.710 7.119 -1.673 0.09
H 2.135 6.328 -2.169 0.09
H 0.814 4.512 -3.277 0.14
H -1.494 5.716 -1.879 0.12
H -1.411 4.123 -2.694 0.11
O 1.369 1.108 3.134 -0.08
H 1.609 0.696 3.975 0.07
H 2.196 1.160 2.611 0.02
O 0.145 3.505 1.402 -0.07
H -0.284 4.348 1.187 0.04
H 1.084 3.630 1.215 0.08
O 3.476 1.325 1.288 -0.04
H 3.747 0.469 0.911 0.03
H 3.738 1.983 0.635 0.06
O 1.152 -2.115 5.325 -0.06
H 0.288 -2.399 5.008 0.02
H 1.455 -2.851 5.867 0.04
O -1.865 -0.322 2.791 -0.09
H -2.127 -0.728 3.628 0.09
H -1.857 -1.047 2.130 0.04